Computed, not measured: a molecular structure, AlH12O6, with the ωB97M-V functional and the def2-TZVPD basis.

```
19
AlH12O6, DFT the ωB97M-V functional and the def2-TZVPD basis
Al -0.117 -0.237 -0.190
O -1.520 -0.069 -1.956
H -2.354 -0.538 -1.970
H -1.434 0.295 -2.837
O 1.988 -0.675 -0.848
H 2.589 -0.697 -0.103
H 2.551 -0.785 -1.614
O -2.232 0.505 0.216
H -2.612 0.827 1.033
H -2.470 1.164 -0.436
O 0.670 -2.320 0.216
H 0.364 -2.847 0.954
H 1.573 -2.604 0.075
O -0.372 0.872 1.729
H 0.061 1.173 2.528
H -1.282 1.151 1.830
O 1.267 1.309 0.480
H 1.262 2.151 0.936
H 2.069 1.323 -0.042
```

Highest occupied orbital energy (eV): -25.63
Relative energy (zero: lowest compared OMol25 entry of this formula, charge and spin) (kJ/mol): 539.0
Calculated total energy (eV): -19045.07278
Net charge: +3

=====

Computed, not measured: a single C19H25N3O4 molecule, with the ωB97M-V functional and the def2-TZVPD basis.

```
51
C19H25N3O4, DFT the ωB97M-V functional and the def2-TZVPD basis
C 0.009 1.457 3.895
O 0.217 1.735 2.532
C 0.489 3.023 2.159
C 0.594 4.089 3.042
C 0.882 5.359 2.569
C 1.066 5.577 1.218
C 0.957 4.514 0.336
C 0.668 3.237 0.783
C 0.560 2.081 -0.168
C 1.824 1.210 -0.107
C 1.694 0.033 -0.994
N 1.179 -0.018 -2.177
N 1.231 -1.307 -2.580
C 1.774 -1.987 -1.624
C 1.997 -3.451 -1.570
C 0.889 -4.206 -2.315
C -0.454 -3.913 -1.652
O -0.860 -4.547 -0.698
N -1.132 -2.895 -2.220
C -2.330 -2.337 -1.639
C -2.031 -1.081 -0.795
C -1.336 -1.425 0.541
C -2.240 -0.785 1.598
C -3.575 -0.706 0.861
O -3.236 -0.403 -0.476
O 2.100 -1.194 -0.580
H -0.856 2.000 4.289
H -0.182 0.386 3.951
H 0.893 1.697 4.494
H 0.453 3.944 4.102
H 0.960 6.177 3.269
H 1.290 6.566 0.850
H 1.093 4.677 -0.723
H -0.304 1.473 0.102
H 0.426 2.437 -1.190
H 1.993 0.858 0.911
H 2.688 1.805 -0.416
H 2.967 -3.686 -2.018
H 2.023 -3.755 -0.521
H 1.083 -5.276 -2.243
H 0.875 -3.902 -3.360
H -0.652 -2.324 -2.902
H -3.023 -2.061 -2.439
H -2.788 -3.110 -1.017
H -1.436 -0.390 -1.407
H -0.324 -1.029 0.589
H -1.292 -2.506 0.668
H -2.303 -1.372 2.511
H -1.890 0.219 1.839
H -4.233 0.086 1.220
H -4.106 -1.668 0.915
```

Structure (SMILES): COc1ccccc1CCc1nnc(CCC(=O)NC[C@@H]2CCCO2)o1
Highest occupied orbital energy (eV): -8.71
Relative energy (zero: lowest compared OMol25 entry of this formula, charge and spin) (kJ/mol): 243.0
Calculated total energy (eV): -32769.07537

=====

Computed, not measured: 2 unconnected molecules or ions with the total composition C2HClF4O, with the ωB97M-V functional and the def2-TZVPD basis.

```
9
C2HClF4O, DFT the ωB97M-V functional and the def2-TZVPD basis
C -1.040 -0.101 0.402
C 0.140 0.257 -0.512
O 1.634 -0.301 0.606
F -2.028 -0.392 -0.418
F -1.309 1.014 1.073
F 0.187 -0.337 -1.662
F 0.402 1.526 -0.469
Cl 2.925 -0.657 -0.264
H -0.911 -1.007 1.245
```

Highest occupied orbital energy (alpha / beta) (eV): -9.66 / -9.66
Relative energy (zero: lowest compared OMol25 entry of this formula, charge and spin) (kJ/mol): 48.7
Calculated total energy (eV): -27525.95348

=====

Computed, not measured: 2 unconnected molecules or ions with the total composition C5H6N2, with the ωB97M-V functional and the def2-TZVPD basis.

```
13
C5H6N2, DFT the ωB97M-V functional and the def2-TZVPD basis
C -1.749 0.991 -0.399
C -0.455 1.228 -0.609
C 0.816 1.771 -0.192
N 0.167 2.558 -0.932
H -2.171 0.013 -0.564
H -2.485 1.778 -0.420
H 1.777 1.550 0.225
C 0.504 -1.791 0.954
C 0.745 -1.107 -0.475
N 1.507 -1.059 -1.344
H 0.884 -2.803 0.842
H -0.568 -1.821 1.140
H 1.028 -1.306 1.775
```

Structure (SMILES): C=C1C=N1.CC#N
Highest occupied orbital energy (eV): -8.54
Relative energy (zero: lowest compared OMol25 entry of this formula, charge and spin) (kJ/mol): 521.9
Calculated total energy (eV): -8256.94876

=====

Computed, not measured: a molecular structure, C2H4NO2, with the ωB97M-V functional and the def2-TZVPD basis.

```
9
C2H4NO2, DFT the ωB97M-V functional and the def2-TZVPD basis
C 1.524 0.364 0.324
C 0.298 -0.357 0.279
N -1.028 0.157 -0.219
O 2.352 0.960 0.838
O 1.241 -0.258 -0.819
H -0.031 -1.678 0.727
H -0.967 1.015 -0.834
H -1.784 0.313 0.505
H -1.606 -0.516 -0.801
```

2S+1: 3
Highest occupied orbital energy (alpha / beta) (eV): -11.00 / -17.30
Relative energy (zero: lowest compared OMol25 entry of this formula, charge and spin) (kJ/mol): 442.6
Calculated total energy (eV): -7708.06597
Net charge: +1

=====

Computed, not measured: a molecular structure, C49H56CoN5O, with the ωB97M-V functional and the def2-TZVPD basis.

```
112
C49H56CoN5O, DFT the ωB97M-V functional and the def2-TZVPD basis
Co 0.677 -1.365 -0.875
N 2.996 -2.953 0.664
C 3.199 -1.575 0.460
C 4.480 -1.087 0.924
C 4.977 0.157 0.963
C 4.332 1.453 0.472
C 2.350 0.473 -0.495
N 2.205 -0.900 -0.033
C 1.939 -3.753 0.315
C 2.078 -5.144 0.499
C 1.011 -5.968 0.251
C -0.195 -5.403 -0.168
C -0.242 -4.041 -0.354
N 0.803 -3.221 -0.149
H 3.788 -3.446 1.037
H 5.133 -1.861 1.323
H 5.980 0.274 1.362
H 2.539 2.438 0.127
H 1.093 1.025 -2.040
H 3.027 -5.540 0.841
H 1.106 -7.038 0.380
H -1.072 -6.009 -0.344
H -1.136 -3.540 -0.696
C 2.549 1.056 -3.907
C 3.470 0.229 -2.992
C 3.189 -1.266 -3.158
C 3.468 0.698 -1.553
C 4.500 1.364 -1.024
C 4.666 2.501 1.505
C 3.653 2.449 2.458
C 2.564 1.682 2.035
C 1.386 1.259 2.849
C 0.873 2.383 3.753
C 1.764 0.024 3.681
C 2.802 1.473 0.565
N 0.993 0.702 -1.084
C 0.094 1.568 -0.374
C -1.099 1.098 0.251
N -1.530 -0.124 0.268
C -2.828 -0.480 0.604
C -3.132 -0.959 1.896
C -4.407 -1.433 2.172
C -5.397 -1.444 1.199
C -5.102 -0.958 -0.065
C -3.840 -0.471 -0.384
C -3.563 0.069 -1.776
C -4.035 1.522 -1.919
C -4.199 -0.777 -2.881
C -2.042 -0.950 2.947
C -2.565 -0.874 4.381
C -1.140 -2.174 2.762
C -1.742 2.316 0.872
C -2.812 2.514 1.710
C -3.108 3.842 2.103
C -2.376 4.921 1.663
C -1.265 4.739 0.802
C -0.419 5.743 0.243
C 0.607 5.353 -0.583
C 0.903 4.001 -0.893
C 0.127 2.991 -0.338
C -0.980 3.421 0.469
H 2.912 1.019 -4.936
H 2.521 2.104 -3.600
H 1.530 0.663 -3.914
H 4.495 0.405 -3.331
H 2.205 -1.532 -2.764
H 3.936 -1.865 -2.630
H 3.218 -1.535 -4.217
H 5.409 1.617 -1.558
H 5.625 2.985 1.625
H 3.716 2.938 3.422
H 0.586 0.978 2.163
H 1.619 2.653 4.506
H -0.033 2.065 4.274
H 0.635 3.272 3.165
H 2.639 0.239 4.301
H 2.001 -0.821 3.032
H 0.938 -0.260 4.334
H -4.639 -1.804 3.163
H -6.380 -1.842 1.420
H -5.876 -0.963 -0.825
H -2.480 0.044 -1.920
H -5.105 1.594 -1.699
H -3.871 1.878 -2.940
H -3.506 2.185 -1.239
H -5.287 -0.676 -2.890
H -3.954 -1.834 -2.760
H -3.828 -0.450 -3.855
H -1.433 -0.058 2.771
H -3.036 -1.812 4.686
H -3.297 -0.071 4.497
H -1.736 -0.684 5.067
H -1.727 -3.093 2.852
H -0.352 -2.200 3.517
H -0.673 -2.152 1.775
H -3.436 1.697 2.043
H -3.948 4.010 2.767
H -2.649 5.922 1.983
H -0.590 6.792 0.454
H 1.238 6.121 -1.018
H 1.734 3.780 -1.555
C -0.748 -3.275 -4.114
C -1.180 -2.030 -3.320
C -0.938 -0.774 -4.166
O -0.555 -1.964 -2.111
H -1.422 -3.463 -4.957
H -0.757 -4.145 -3.454
H 0.270 -3.145 -4.494
H -2.276 -2.113 -3.174
H 0.118 -0.724 -4.448
H -1.183 0.113 -3.575
H -1.546 -0.772 -5.077
```

2S+1: 2
Highest occupied orbital energy (alpha / beta) (eV): -2.94 / -2.96
Relative energy (zero: lowest compared OMol25 entry of this formula, charge and spin) (kJ/mol): 0.0
Calculated total energy (eV): -98845.76435
Net charge: -1

=====

Computed, not measured: a molecular structure, C47H47CaN7OP2S5, with the ωB97M-V functional and the def2-TZVPD basis.

```
110
C47H47CaN7OP2S5, DFT the ωB97M-V functional and the def2-TZVPD basis
Ca -0.698 -0.322 -0.463
C 0.184 1.730 -4.238
C 0.327 1.088 -2.887
N -0.325 1.503 -1.831
N -1.219 2.536 -1.970
C -1.656 3.282 -0.939
N -2.588 4.215 -1.250
S -1.102 3.143 0.623
C 1.200 -0.034 -2.733
C 1.876 -0.634 -3.800
C 2.743 -1.676 -3.586
C 2.905 -2.169 -2.287
C 2.186 -1.523 -1.266
N 1.341 -0.543 -1.464
H -0.131 2.770 -4.155
H -0.552 1.182 -4.831
H 1.136 1.727 -4.760
H -1.648 2.668 -2.876
H -2.870 4.402 -2.198
H -2.859 4.856 -0.528
H 1.713 -0.288 -4.811
H 3.258 -2.148 -4.410
H 3.661 -2.898 -2.047
H 2.284 -1.885 -0.251
C 0.688 0.521 2.913
C 1.333 1.086 1.640
P 2.999 0.310 1.345
C 3.827 0.846 2.898
C 4.338 -0.138 3.740
C 4.989 0.208 4.917
C 5.130 1.544 5.258
C 4.616 2.531 4.428
C 3.970 2.186 3.252
C 3.714 1.549 0.190
C 2.929 2.249 -0.723
C 3.521 3.071 -1.671
C 4.898 3.212 -1.715
C 5.688 2.526 -0.802
C 5.101 1.693 0.135
P 1.067 -1.289 3.111
C -0.354 -2.027 2.174
C -0.123 -2.917 1.120
C -1.182 -3.522 0.453
C -2.488 -3.224 0.808
C -2.728 -2.389 1.890
C -1.673 -1.804 2.573
C 0.368 -1.573 4.795
C -0.114 -2.852 5.086
C -0.675 -3.137 6.318
C -0.739 -2.155 7.298
C -0.212 -0.901 7.040
C 0.351 -0.614 5.804
H -0.392 0.699 2.920
H 1.124 1.029 3.773
H 1.423 2.170 1.694
H 0.704 0.845 0.773
H 4.232 -1.179 3.462
H 5.389 -0.564 5.561
H 5.643 1.817 6.171
H 4.725 3.574 4.698
H 3.587 2.962 2.599
H 1.851 2.155 -0.704
H 2.899 3.601 -2.383
H 5.358 3.857 -2.452
H 6.765 2.635 -0.828
H 5.721 1.150 0.840
H 0.886 -3.211 0.857
H -0.968 -4.240 -0.326
H -3.317 -3.677 0.278
H -3.742 -2.216 2.222
H -1.871 -1.199 3.450
H -0.068 -3.624 4.327
H -1.068 -4.125 6.518
H -1.194 -2.364 8.257
H -0.242 -0.130 7.800
H 0.770 0.369 5.636
S -1.913 -1.140 -2.740
S -1.871 -3.163 -2.989
S -0.035 -3.903 -3.638
S 0.964 -4.706 -2.105
C -6.974 -5.240 0.289
C -7.045 -3.994 1.127
C -8.036 -3.042 0.898
C -8.112 -1.897 1.671
C -7.181 -1.672 2.680
N -7.287 -0.499 3.478
C -6.271 0.260 4.001
O -6.386 0.841 5.062
N -5.073 0.359 3.294
C -4.793 0.405 1.925
C -5.743 0.315 0.911
C -5.313 0.304 -0.403
C -3.961 0.389 -0.683
N -3.043 0.531 0.277
C -3.462 0.570 1.535
C -6.192 -2.614 2.917
C -6.128 -3.765 2.146
H -7.969 -5.548 -0.028
H -6.514 -6.055 0.846
H -6.371 -5.062 -0.603
H -8.753 -3.200 0.102
H -8.894 -1.167 1.497
H -8.143 -0.401 4.002
H -4.357 0.759 3.882
H -6.793 0.283 1.137
H -6.022 0.220 -1.214
H -3.599 0.353 -1.699
H -2.706 0.774 2.287
H -5.498 -2.457 3.733
H -5.362 -4.502 2.355
```

Highest occupied orbital energy (alpha / beta) (eV): -5.40 / -5.40
Relative energy (zero: lowest compared OMol25 entry of this formula, charge and spin) (kJ/mol): 185.4
Calculated total energy (eV): -153176.38445

=====

Computed, not measured: 3 unconnected molecules or ions with the total composition C27H57ClN7O8P3, with the ωB97M-V functional and the def2-TZVPD basis.

```
103
C27H57ClN7O8P3, DFT the ωB97M-V functional and the def2-TZVPD basis
C 5.686 4.026 3.229
C 5.215 2.570 3.374
C 5.390 1.834 2.044
C 3.727 2.572 3.861
C 3.593 1.794 5.166
C 3.785 0.293 4.846
C 2.221 1.968 5.862
O 1.412 3.023 5.318
C 0.443 2.606 4.462
C -0.559 1.773 4.805
N -0.751 1.264 6.078
C -1.529 1.363 3.773
O -2.610 0.897 4.073
C -1.113 1.501 2.344
C -1.866 0.601 1.392
C -1.315 -0.816 1.440
O -1.886 -1.771 1.058
Cl 0.314 -1.031 2.170
C -0.150 2.360 1.990
P 0.323 2.534 0.206
O 1.508 3.643 0.146
O -0.949 3.402 -0.349
C 0.524 3.148 3.077
O 1.133 4.171 2.866
H 5.388 4.588 4.111
H 5.219 4.447 2.339
H 6.771 4.041 3.130
H 5.811 2.065 4.136
H 4.560 2.004 1.358
H 6.266 2.252 1.537
H 5.595 0.771 2.153
H 3.151 2.111 3.054
H 3.397 3.604 3.947
H 4.392 2.096 5.845
H 3.254 0.085 3.916
H 4.840 0.048 4.737
H 3.374 -0.339 5.633
H 1.710 1.007 5.885
H 2.403 2.239 6.903
H -1.719 1.035 6.258
H -0.366 1.873 6.787
H -2.888 0.527 1.756
H -1.794 0.975 0.375
H 2.359 3.192 0.092
H -1.153 4.070 0.322
C -4.875 3.725 -5.812
N -3.606 3.133 -5.446
C -3.714 1.736 -5.053
P -2.086 3.550 -6.124
O -2.021 2.702 -7.355
N -1.951 5.108 -6.858
C -2.922 6.170 -6.719
C -1.363 5.141 -8.194
N -1.466 4.113 -4.659
C -2.191 4.378 -3.432
C -0.114 4.663 -4.681
H -5.581 3.596 -4.986
H -5.310 3.287 -6.721
H -4.801 4.800 -5.951
H -3.069 1.528 -4.190
H -3.426 1.053 -5.859
H -4.734 1.493 -4.757
H -3.815 6.002 -7.335
H -2.480 7.120 -7.034
H -3.222 6.316 -5.679
H -2.085 4.889 -8.980
H -0.528 4.450 -8.267
H -0.964 6.140 -8.390
H -2.875 5.227 -3.532
H -1.496 4.610 -2.625
H -2.758 3.515 -3.090
H -0.133 5.755 -4.756
H 0.449 4.276 -5.530
H 0.437 4.382 -3.781
C 1.270 -8.859 1.358
N 1.123 -7.739 0.454
C 2.296 -7.511 -0.376
P -0.351 -7.236 -0.270
O -0.446 -8.109 -1.482
N -1.815 -7.704 0.518
C -1.892 -8.250 1.854
C -2.837 -8.312 -0.329
N -0.339 -5.733 0.493
C 0.511 -5.300 1.584
C -1.477 -4.851 0.241
H 2.167 -8.711 1.967
H 1.349 -9.825 0.841
H 0.454 -8.918 2.073
H 2.499 -6.437 -0.470
H 2.178 -7.919 -1.386
H 3.180 -7.968 0.067
H -1.583 -9.303 1.893
H -2.921 -8.197 2.218
H -1.298 -7.673 2.566
H -2.655 -9.378 -0.512
H -2.894 -7.808 -1.290
H -3.816 -8.199 0.145
H 0.289 -5.835 2.513
H 0.357 -4.235 1.766
H 1.570 -5.417 1.361
H -2.219 -4.923 1.042
H -1.967 -5.108 -0.699
H -1.157 -3.815 0.155
```

Structure (SMILES): CC(C)C[C@H](C)COC1=C(N)C(=O)C(CC(=O)Cl)=C(P(O)O)C1=O.CN(C)P(=O)(N(C)C)N(C)C.CN(C)P(=O)(N(C)C)N(C)C
Highest occupied orbital energy (eV): -8.13
Calculated total energy (eV): -96121.87499